C2HN5 | wB97M-V/def2-TZVPD

The geometry in ORCA input format:
```
! wB97M-V def2-TZVPD RIJCOSX def2/J DEFGRID3
* xyz 0 1
N 2.644 -0.363 -1.056
C 1.565 0.055 -0.518
C 0.177 0.235 -0.144
N -0.537 -0.622 -0.692
N -1.656 -0.624 0.158
N -1.427 0.363 1.018
N -0.221 0.973 0.873
H -2.086 0.172 1.861
*
```

The gap between HOMO and LUMO comes out at 10.735 eV. As for the LUMO energy: -0.48 eV. The calculation puts the energy relative to the best compared isomer or geometry (same formula, charge and spin) at 43.66 kcal per mole. The SMILES is N#Cc1nn[nH]n1. The highest occupied orbital energy comes out at -11.214 eV.

natural (NBO) population analysis, charges in e, atoms 1 to 5: -0.25 0.25 0.16 -0.22 -0.03